No. 1
DFT (ωB97M-V with the def2-TZVPD basis set) results for a structure of composition C15H10AsNPdS4.

Properties
energy relative to the best compared isomer or geometry (same formula, charge and spin)	0.0	kJ/mol
F_max	0.43	eV/A

The geometry in ORCA input format:
```
! RIJCOSX wB97M-V def2-TZVPD def2/J DEFGRID3
* xyz -2 1
C 1.36524 -0.48427 2.06560
N -0.22267 0.08376 0.37498
H 0.63540 -0.86998 4.02548
C -0.96520 -0.49921 2.61560
C -2.57476 -0.10560 0.82471
S -2.50683 2.25010 -1.50717
S -0.14992 2.07979 -3.63420
C -2.04004 -0.72639 3.50358
C 0.39067 -0.62894 2.99588
As -2.32506 1.60514 -3.61117
C -3.32899 -0.64534 3.06000
C 3.73835 -0.16118 -2.51888
C 4.20917 -0.53608 -1.26114
C -1.23262 -0.15223 1.26902
C 2.02510 -0.07170 -0.35461
H -2.76663 0.13523 -0.21499
S -3.47647 2.66532 -5.02672
H 3.70638 -0.81911 0.78930
C 1.53960 0.34742 -1.61171
H -4.14989 -0.82606 3.74455
H -4.61298 -0.30381 1.34968
H -1.82282 -0.97859 4.53651
C 3.34733 -0.49664 -0.18251
S -2.44165 -0.54870 -3.57959
H 5.23221 -0.87140 -1.13046
C -3.59139 -0.34582 1.70635
C 1.03357 -0.14488 0.72495
H 2.40343 -0.60989 2.33822
H 4.40271 -0.20972 -3.37626
C 2.43206 0.27230 -2.68663
Pd -0.33804 1.03059 -1.55844
H 2.08476 0.56586 -3.66991
*
```

Results of the Löwdin charge analysis, in e, for atoms 1 through 8: -0.0140 0.0597 0.1060 -0.1704 -0.0419 -0.1298 -0.0641 -0.0705

No. 2
DFT (ωB97M-V with the def2-TZVPD basis set) results for a structure of composition C15H10ClIN2O3 in a non-equilibrium geometry.

Properties
energy relative to the best compared isomer or geometry (same formula, charge and spin)	138.8	kJ/mol
F_max	2.88	eV/A

The geometry in ORCA input format:
```
! RIJCOSX wB97M-V def2-TZVPD def2/J DEFGRID3
* xyz 0 1
H -2.24037 1.05490 -3.92749
C -1.49341 1.48434 -3.27282
C -1.31314 -0.70625 1.96505
C -0.82520 0.69446 -2.35062
H -1.68010 3.48393 -4.03713
C -0.28178 -0.17244 2.82532
H 0.05690 4.38354 -2.48797
N -3.29147 -1.85514 1.22971
H -1.04000 -0.36567 -2.26588
H 1.91271 0.01706 3.07026
I -2.77426 -3.71032 2.00615
O -2.62916 -1.89856 -1.09112
H 1.16111 2.80744 -0.90001
C 1.11656 -0.39716 2.40992
C -1.17905 2.83248 -3.33068
C -0.21452 3.33609 -2.47224
C -2.86656 -0.69302 2.04823
C 2.88998 -1.42571 0.71453
H 2.96595 -1.59415 -0.39467
C -2.37919 -1.77512 0.06796
O -3.64163 0.04521 2.56502
O 3.78754 0.78187 1.30865
C 3.93487 -0.38753 1.23076
H -0.56379 0.35206 3.76120
H 0.56722 -2.20011 -0.66066
C 0.36302 -1.65739 0.28553
C -0.99680 -1.41860 0.70699
N 0.11053 1.15705 -1.51327
Cl 5.55070 -1.08634 1.74446
C 0.39768 2.46111 -1.58915
C 1.42379 -1.13353 1.17106
H 3.17191 -2.41450 1.18290
*
```

Results of the Löwdin charge analysis, in e, for atoms 1 through 8: 0.1043 -0.0659 -0.1081 -0.1483 0.1052 0.0246 0.1009 -0.3703

No. 3
DFT (ωB97M-V with the def2-TZVPD basis set) results for a structure of composition C15H10F6N3NiO10S2 in a non-equilibrium geometry.

Properties
energy relative to the best compared isomer or geometry (same formula, charge and spin)	72.9	kJ/mol
F_max	3.52	eV/A
expectation value of S²	2.004

The geometry in ORCA input format:
```
! RIJCOSX wB97M-V def2-TZVPD def2/J DEFGRID3
* xyz -1 3
C -3.24370 -2.80650 -1.69739
C 0.87480 2.12210 -0.33059
F 3.48330 -0.88400 3.64001
O 0.89480 5.68070 -0.59089
H 2.70650 5.98430 0.33071
C -1.42090 2.81960 -0.71079
H -4.42840 -2.14710 2.49781
H -2.45050 2.52690 -0.84649
C -0.47830 1.82280 -0.51419
H -3.54800 -2.95650 -2.71669
C 2.69750 -1.82080 3.09271
H -5.14970 -2.23470 -0.93349
O -0.89040 -2.98080 -2.13439
O 1.13990 -2.64040 1.31201
C -4.10390 -2.42260 -0.72389
F 3.49510 -2.81740 2.69031
O 0.71950 -0.33580 2.15271
N -1.53010 -2.84920 -0.02419
H 1.59020 1.33840 -0.15069
C 2.27360 5.40160 -0.49439
C -1.05860 4.16290 -0.74239
F 4.35010 -0.81560 -2.81629
H 2.76650 5.69460 -1.43849
Ni 0.39520 -2.39640 -0.56549
O 2.37420 -2.59400 -1.13939
O 4.57010 -2.08620 -0.22979
S 1.60210 -1.31140 1.62571
H -5.63280 -1.73830 1.24171
N -3.72380 -2.26890 0.55451
O -2.13160 0.12850 -0.41639
F 1.92880 -2.30130 4.07481
H -1.77690 4.95170 -0.89319
C 3.53590 -0.32450 -1.86879
C 0.27430 4.45180 -0.58279
F 4.12450 0.76920 -1.38119
O -2.13640 -2.54230 2.15481
F 2.41330 0.05080 -2.47009
C -2.39310 -2.54700 0.97251
N 2.63260 -0.71850 0.60281
H -4.31650 -0.60450 1.64541
O 0.02310 -0.44120 -0.68999
O 2.46650 4.02840 -0.26629
C 1.22360 3.44880 -0.38119
C -4.58690 -1.65680 1.53711
S 3.25010 -1.62660 -0.52039
C -0.93950 0.37290 -0.52369
C -1.86610 -2.88650 -1.33199
*
```

Results of the Löwdin charge analysis, in e, for atoms 1 through 8: 0.0018 0.0737 0.1311 0.0192 0.1332 -0.0245 0.0860 0.1102

No. 4
DFT (ωB97M-V with the def2-TZVPD basis set) results for the molecule C15H10FNOS in a non-equilibrium geometry.

Properties
F_max	3.20	eV/A
SMILES	O=C1S/C(=C\Nc2ccc(F)cc2)c2ccccc21

The geometry in ORCA input format:
```
! RIJCOSX wB97M-V def2-TZVPD def2/J DEFGRID3
* xyz 0 1
C 0.14856 -0.23776 0.04595
C 3.47636 1.07197 3.36586
C 2.81333 1.15817 2.14631
H -3.23001 0.86265 -4.56604
C -0.44018 0.28036 -1.07963
C 2.64354 -1.18808 3.56567
C -3.08430 0.32219 -3.61897
C 2.03533 0.06581 1.62439
H 2.64474 -2.08580 4.14354
H -0.32873 -1.04511 0.62448
C -4.03422 -0.60014 -3.15178
H -2.54973 -1.42187 -0.21940
C 3.39632 -0.09612 4.10352
C -3.85512 -1.19187 -1.89618
N 1.40437 0.26805 0.43537
C -0.88686 1.51715 -3.21623
H 1.78124 0.98352 -0.17039
H 1.50696 -2.00267 1.93064
C -1.94439 0.59769 -2.85346
C -1.73319 -0.05587 -1.63996
H 4.09117 1.90036 3.65589
S 0.44619 1.46097 -2.04582
O -0.97688 2.31623 -4.14620
H -4.90541 -0.80847 -3.75386
H 2.90397 2.08396 1.62600
C -2.71160 -0.92679 -1.15016
H -4.52265 -1.91911 -1.46326
F 3.92439 -0.18152 5.35713
C 1.98681 -1.12790 2.34658
*
```

Results of the Löwdin charge analysis, in e, for atoms 1 through 8: -0.0665 -0.0210 -0.0029 0.1282 -0.4562 -0.0041 0.0105 -0.2618

no.,calculated total energy (Ha)
1,-4588.90979
2,-1670.64693
3,-4398.31682
4,-1205.64660